[1]
{"formula": "C2HNO4", "method": "the ωB97M-V functional and the def2-TZVPD basis", "symbols": ["O", "C", "O", "N", "C", "O", "O", "H"], "xyz": [[-0.224, 2.157, 0.848], [0.020, 1.118, 0.349], [0.959, 0.801, -0.538], [0.929, -0.569, -0.877], [-0.101, -0.987, -0.214], [-0.620, -2.207, -0.263], [-0.703, -0.073, 0.562], [-1.316, -2.233, 0.464]], "forces_ev_per_angstrom": [[0.07, -0.08, 0.04], [-0.44, -0.51, -0.11], [0.70, 0.70, -0.03], [-1.19, -0.73, 0.45], [0.74, 0.02, -0.66], [-0.93, 0.55, 1.50], [-0.06, 0.25, 0.12], [1.12, -0.20, -1.31]], "homo_energy_ev": -10.51, "lumo_energy_ev": 0.122, "energy_ev": -11768.8160, "relative_energy_kj_mol": 44.6, "smiles": "O=c1onc(O)o1", "gap_ev": 10.6}

=====

[2]
{"formula": "C4H10FNO3S", "method": "the ωB97M-V functional and the def2-TZVPD basis", "symbols": ["C", "O", "C", "C", "C", "N", "S", "O", "O", "F", "H", "H", "H", "H", "H", "H", "H", "H", "H", "H"], "xyz": [[2.793, -0.755, -0.164], [2.421, 0.573, 0.200], [1.069, 0.657, 0.588], [0.140, 0.634, -0.619], [-1.233, 1.192, -0.323], [-2.039, 0.400, 0.653], [-2.091, -1.231, 0.393], [-3.342, -1.681, 0.834], [-0.965, -1.848, 0.962], [-2.070, -1.427, -1.144], [3.872, -0.785, -0.134], [2.357, -1.455, 0.545], [2.460, -0.993, -1.173], [0.800, -0.111, 1.311], [0.969, 1.621, 1.081], [0.129, -0.338, -1.098], [0.596, 1.313, -1.336], [-1.077, 2.162, 0.139], [-1.776, 1.394, -1.241], [-3.011, 0.677, 0.527]], "forces_ev_per_angstrom": [[-0.18, 0.71, 0.09], [0.05, -0.47, 0.08], [-0.06, 0.30, -0.11], [0.36, 0.25, 0.06], [0.40, 0.22, 0.39], [-0.18, -0.38, -1.69], [-0.25, 0.31, 2.02], [-1.74, -0.18, -0.03], [1.54, -0.21, -0.55], [0.28, 0.18, -0.62], [0.24, -0.16, 0.03], [0.07, -0.30, 0.06], [-0.08, -0.13, -0.13], [0.10, -0.21, 0.08], [-0.04, 0.17, 0.11], [-0.15, -0.23, 0.00], [0.01, 0.14, -0.24], [-0.09, 0.18, 0.21], [-0.26, -0.33, -0.19], [-0.03, 0.12, 0.43]], "homo_energy_ev": -9.92, "lumo_energy_ev": 0.490, "energy_ev": -25494.4697, "relative_energy_kj_mol": 0.0, "smiles": "COCCCNS(=O)(=O)F", "gap_ev": 10.4}

=====

[3]
{"formula": "C11H9NO5", "method": "the ωB97M-V functional and the def2-TZVPD basis", "symbols": ["C", "C", "O", "C", "C", "C", "O", "C", "C", "C", "C", "O", "O", "C", "N", "C", "O", "H", "H", "H", "H", "H", "H", "H", "H", "H"], "xyz": [[-3.774, 1.988, 0.095], [-2.639, 1.300, -0.219], [-1.742, 0.985, 0.797], [-0.562, 0.397, 0.463], [0.320, 0.102, 1.508], [1.557, -0.524, 1.266], [2.482, -0.798, 2.236], [2.033, -1.267, 3.539], [1.945, -0.790, -0.058], [1.099, -0.507, -1.159], [1.598, -0.755, -2.522], [2.742, -1.226, -2.649], [0.847, -0.408, -3.587], [-0.171, 0.071, -0.874], [-1.110, 0.363, -1.872], [-2.339, 0.921, -1.606], [-3.096, 1.085, -2.548], [-4.500, 2.282, -0.688], [-4.011, 2.243, 1.116], [0.070, 0.366, 2.522], [2.849, -1.701, 4.084], [1.562, -0.452, 4.123], [1.289, -2.050, 3.436], [2.965, -1.166, -0.201], [1.447, -0.570, -4.357], [-0.858, 0.109, -2.844]], "forces_ev_per_angstrom": [[0.97, -0.86, -1.07], [-1.73, 1.35, 1.36], [-0.37, -0.01, -0.80], [1.89, -0.95, -0.33], [0.26, -0.33, -0.34], [-0.42, 0.22, -1.06], [-0.05, -0.43, 0.89], [-1.02, 0.91, -0.78], [0.13, 0.08, 0.22], [-1.26, 0.74, 1.66], [3.39, -1.13, 0.49], [-2.56, 0.96, -0.51], [0.78, -0.26, -0.29], [-0.38, 0.24, 0.44], [0.59, -0.31, 0.14], [0.48, -0.50, -2.24], [-0.29, 0.27, 0.77], [0.79, -0.44, 0.51], [0.19, 0.02, 0.09], [-0.30, 0.09, 0.12], [0.68, 0.18, -0.06], [0.43, -0.27, -0.24], [-0.25, -0.17, -0.29], [-0.62, 0.03, -0.18], [-0.65, 0.09, 0.54], [-0.68, 0.46, 0.96]], "homo_energy_ev": -8.12, "lumo_energy_ev": -0.148, "energy_ev": -23279.9997, "smiles": "C=C1Oc2cc(OC)cc(C(=O)O)c2NC1=O", "gap_ev": 8.0}

=====

[4]
{"formula": "C8H18S2", "method": "the ωB97M-V functional and the def2-TZVPD basis", "symbols": ["C", "C", "C", "C", "C", "C", "C", "C", "H", "H", "H", "H", "H", "H", "H", "H", "H", "H", "H", "H", "H", "H", "H", "H", "H", "H", "S", "S"], "xyz": [[-3.290, 0.126, 0.657], [-2.737, 1.256, -0.322], [-1.201, 1.234, -0.750], [-0.200, 0.871, 0.475], [0.100, -0.631, 0.758], [0.866, -1.266, -0.330], [1.982, -0.525, -0.800], [3.044, -0.785, 0.353], [-1.910, -1.038, -1.352], [-2.527, 0.037, 1.519], [-4.131, 0.412, 1.082], [-2.745, 2.288, 0.205], [-3.235, 1.179, -1.312], [-0.765, 0.798, -1.812], [-1.012, 2.487, -0.891], [-0.713, 1.310, 1.470], [0.773, 1.529, 0.490], [0.907, -0.818, 1.628], [-0.753, -1.281, 0.989], [1.045, -2.375, -0.343], [0.085, -1.051, -1.129], [2.302, -0.933, -1.826], [1.791, 0.530, -1.083], [3.084, -1.902, 0.750], [2.775, -0.220, 1.227], [5.291, 0.167, 0.872], [-3.360, -1.441, -0.318], [4.532, 0.041, -0.204]], "forces_ev_per_angstrom": [[6.89, -0.57, -2.20], [1.05, 0.25, 0.19], [2.69, 2.63, -0.08], [-0.65, 1.79, 2.11], [2.38, -0.60, 3.20], [-4.90, -1.11, -3.57], [3.96, -0.31, -1.17], [0.20, -0.28, -0.06], [-3.31, -0.95, 2.39], [-1.14, -0.10, -1.31], [-4.40, 0.98, 1.48], [-0.86, -1.72, -0.94], [-0.44, 0.63, 0.95], [-1.70, 0.72, 2.68], [-0.27, -3.55, 0.05], [0.83, -0.98, -2.15], [-1.72, -1.48, -0.52], [-2.35, 1.19, -0.78], [-0.07, 0.61, 0.05], [-0.33, 1.08, 0.55], [0.62, -1.22, -0.16], [0.11, 0.18, 1.61], [0.22, -0.42, 0.95], [0.21, 2.09, -1.46], [-0.55, 0.20, 0.33], [0.02, -0.17, 0.64], [2.84, 1.29, -1.65], [0.67, -0.17, -1.11]], "homo_energy_ev": -8.92, "lumo_energy_ev": -0.008, "energy_ev": -30253.2715, "relative_energy_kj_mol": 554.3, "gap_ev": 8.9}

=====

Calculated max |F|, 1.849; 2.054; 3.604; 7.254 eV Å⁻¹ (same order as the records).